Here is a cluster of 4 separate species, C25H20NO8S in total at a distorted geometry from the OMol25 dataset. Energies are from ωB97M-V with the def2-TZVPD basis set.

## Properties
DFT total energy: -54943.2324 eV
charge: +1
orbital gap: 7.46 eV
HOMO level: -12.023 eV
spin multiplicity: 1

```
55
C25H20NO8S | the OMol25 dataset | ωB97M-V with the def2-TZVPD basis set
C 2.7035 -1.0638 -0.2782
C 1.4685 -0.6178 -1.1223
C 0.2500 -1.4439 -1.1381
C -0.8774 -0.9097 -1.9325
C -2.2724 -1.6442 -2.0216
O -2.4471 -2.6399 -2.6450
O -3.2796 -1.0297 -1.2837
C -0.7854 0.3688 -2.6684
C 0.4824 1.0834 -2.5903
N 1.5199 0.5813 -1.8249
S 2.9791 1.5511 -1.7689
H 3.6831 -0.8809 -0.7835
H 2.6552 -0.4483 0.6737
H 2.6047 -2.1454 0.0709
H 0.1664 -2.4131 -0.5921
H -2.8349 -0.4725 -0.6116
H -1.6191 0.8015 -3.2790
H 0.5695 2.0592 -3.1309
H 2.7146 2.3660 -0.6774
C 6.3079 2.5986 1.9901
C 5.2347 1.8267 1.8274
C 3.8823 2.3075 2.1860
O 2.8993 1.5993 2.0384
C 3.7648 3.6776 2.7305
C 4.8368 4.4514 2.8941
C 6.1921 3.9719 2.5356
O 7.1673 4.6741 2.6815
H 7.3053 2.2637 1.7342
H 5.3010 0.8212 1.4298
H 2.7669 4.0112 2.9863
H 4.7694 5.4562 3.2919
C -5.5626 -0.2125 -4.1504
C -6.6433 -0.9768 -4.2911
C -7.9895 -0.4741 -3.9307
O -8.9750 -1.1683 -4.0560
C -8.0841 0.9100 -3.4098
C -7.0005 1.6721 -3.2697
C -5.6573 1.1682 -3.6305
O -4.6645 1.8632 -3.5051
H -4.5705 -0.5621 -4.4077
H -6.5907 -1.9896 -4.6704
H -9.0751 1.2614 -3.1520
H -7.0509 2.6849 -2.8901
C 1.2832 -4.1135 4.4834
C 1.3535 -4.2088 3.1565
C 1.2212 -3.0157 2.2948
O 1.2841 -3.1043 1.0767
C 1.0094 -1.7106 2.9584
C 0.9387 -1.6127 4.2844
C 1.0711 -2.8080 5.1506
O 1.0090 -2.7198 6.3564
H 1.3770 -4.9763 5.1306
H 1.5088 -5.1543 2.6522
H 0.9155 -0.8476 2.3104
H 0.7835 -0.6662 4.7870
```

---

Here is a structure of composition C13H20AsCuO5S2 from the OMol25 dataset. Energies are from ωB97M-V with the def2-TZVPD basis set.

## Properties
DFT total energy: -151194.7669 eV
charge: -2
orbital gap: 6.07 eV
HOMO level: -1.334 eV
spin multiplicity: 1

```
42
C13H20AsCuO5S2 | the OMol25 dataset | ωB97M-V with the def2-TZVPD basis set
Cu -1.4349 0.0893 -1.1875
O -0.3875 -0.8163 2.6534
C -1.0073 -0.9059 1.5875
O -0.7332 -0.2097 0.5518
C -2.1880 -1.8727 1.5472
C -2.4042 -2.6806 2.6652
C -3.4510 -3.5868 2.6953
C -4.3073 -3.6978 1.6022
C -4.1018 -2.8971 0.4908
C -3.0483 -1.9896 0.4646
H -1.7268 -2.5712 3.5016
H -3.6016 -4.2099 3.5709
H -5.1278 -4.4073 1.6227
H -4.7419 -2.9558 -0.3807
H -2.9459 -1.4050 -0.4410
C 4.5464 3.1450 0.5675
C 3.9581 2.3477 -0.5907
As 2.7868 0.8778 0.0394
C 2.0430 0.4097 -1.7134
C 3.0086 -0.4051 -2.5640
C 1.3010 2.0051 0.6771
C 1.0804 1.8939 2.1800
H 5.1929 3.9578 0.2234
H 5.1378 2.5021 1.2244
H 3.7582 3.5901 1.1797
H 4.7584 1.9096 -1.1923
H 3.3702 2.9950 -1.2476
H 1.7288 1.3191 -2.2311
H 1.1315 -0.1533 -1.5141
H 3.9202 0.1531 -2.7971
H 2.5446 -0.6911 -3.5103
H 3.3060 -1.3222 -2.0497
H 0.4115 1.6513 0.1550
H 1.4949 3.0349 0.3627
H 0.8215 0.8670 2.4453
H 0.2539 2.5344 2.5004
H 1.9699 2.1866 2.7480
O -4.2866 0.5639 -2.1031
S -3.6263 -0.1989 -3.1713
O -3.4274 -1.6051 -2.7818
O -4.2738 -0.0625 -4.4723
S -1.7031 0.6106 -3.3083
```